Record 1
DFT (wB97M-V/def2-TZVPD) results for C18H17BrN2O6S2 in the gas phase in a non-equilibrium geometry.

```
46
Properties=species:S:1:pos:R:3:mulliken_charge:R:1
N -4.78 1.04 -2.46 -0.5705
O 2.70 -0.30 0.34 -0.8193
O 2.03 1.20 -1.48 -0.6584
O -3.81 -2.96 2.32 -0.6482
O -2.11 -2.05 3.82 -0.7990
Br 3.99 6.40 -0.01 -0.1819
C -3.81 0.36 -2.44 0.0435
O 4.09 0.78 2.36 -0.6184
O -0.18 -0.56 2.75 -0.5824
C 4.77 4.34 1.82 -0.2921
C 4.83 3.07 2.37 -0.6935
C -0.91 0.27 -0.72 -0.0135
C 3.20 3.59 0.14 -0.2650
C -2.44 -1.47 -0.06 -0.6852
C 4.00 4.59 0.69 -0.3699
C 4.03 2.03 1.84 0.4858
C -0.79 -0.60 1.54 1.4013
C -0.31 0.29 0.55 -1.0762
C -1.99 -0.58 -1.06 -1.2775
C 3.26 2.29 0.69 -0.0198
C -1.81 -1.50 1.23 -0.4905
N 0.70 1.19 0.84 -0.1882
C -2.17 -1.67 -4.30 -0.6705
C -2.93 -1.92 -3.03 -0.9528
C -1.67 -0.39 -3.62 -0.9450
C -2.62 -0.54 -2.44 2.0039
C -1.48 -4.12 2.24 -0.9962
S 2.16 1.02 -0.04 1.4783
S -2.42 -2.65 2.50 1.3666
H 3.75 0.14 1.68 0.4818
H -0.79 -0.99 3.42 0.4559
H 5.36 5.12 2.22 0.4645
H 5.49 2.84 3.24 0.3881
H -0.53 0.97 -1.45 0.5978
H 2.59 3.77 -0.75 0.4859
H -3.27 -2.12 -0.27 0.6515
H 0.90 1.16 1.83 0.4526
H -1.37 -2.37 -4.54 0.2914
H -2.83 -1.56 -5.15 0.2581
H -2.51 -2.73 -2.44 0.3589
H -4.00 -2.18 -3.18 0.3391
H -0.60 -0.48 -3.36 0.2965
H -1.80 0.49 -4.18 0.3918
H -1.77 -4.52 1.29 0.3808
H -0.41 -3.89 2.20 0.3552
H -1.74 -4.80 3.08 0.3847
```

As for the net charge: 0. The structure (SMILES) is CS(=O)(=O)c1cc(C2(C#N)CCC2)cc(NS(=O)(=O)c2cc(Br)ccc2O)c1O. The HOMO energy is -9.22 eV. Its spin multiplicity is 1. For the electronic energy, the calculation gives -4627.38608 Ha.

=====

Record 2
DFT (wB97M-V/def2-TZVPD) results for C18H17Cl8IN4O2TeTi as an isolated structure in a non-equilibrium geometry.

```
52
Properties=species:S:1:pos:R:3:lowdin_spin:R:1
Ti 0.00 0.27 0.02 0.9478
Cl -7.42 -0.38 0.30 -0.0002
C -5.71 -0.51 0.15 -0.0006
C -4.92 0.63 0.17 0.0002
Cl -5.63 2.19 0.32 0.0001
C -3.54 0.52 0.06 -0.0005
Cl -2.51 1.89 0.01 0.0030
C -2.91 -0.73 -0.06 0.0000
O -1.60 -0.82 -0.15 -0.0021
C -3.72 -1.87 -0.12 -0.0009
Cl -2.98 -3.40 -0.37 -0.0001
C -5.11 -1.76 -0.01 0.0002
Cl -6.08 -3.18 -0.06 0.0001
Cl -0.43 -0.89 5.46 0.1269
C -0.23 0.55 4.60 0.4520
Cl -0.19 2.06 5.34 0.1367
Cl 2.62 -0.10 3.81 0.0619
C -0.21 0.51 3.21 0.1068
N -0.19 0.50 2.05 0.1366
N 0.57 3.44 -0.75 0.0178
C 0.38 2.34 -0.45 -0.0054
C 0.89 0.56 -4.39 -0.0014
Te -0.51 -0.17 -2.96 -0.0054
C 0.09 -2.20 -3.07 0.0032
H 0.69 0.07 -5.34 -0.0003
H 1.92 0.36 -4.08 -0.0001
H 0.74 1.63 -4.49 0.0000
H 1.16 -2.28 -2.90 0.0000
H -0.18 -2.62 -4.04 0.0000
H -0.44 -2.72 -2.28 0.0000
C 2.43 -3.05 1.60 0.0002
C 1.17 -2.96 2.48 0.0009
C 0.05 -2.72 1.49 0.0009
O 0.68 -1.99 0.41 0.0134
C 1.93 -2.67 0.21 0.0004
H 2.87 -4.05 1.60 0.0000
H 3.19 -2.35 1.96 0.0003
H 1.27 -2.12 3.17 0.0006
H 1.00 -3.86 3.07 0.0001
H -0.78 -2.13 1.85 0.0001
H -0.34 -3.65 1.07 0.0000
H 2.60 -2.02 -0.35 0.0001
H 1.72 -3.56 -0.40 0.0002
I 5.85 0.75 -2.23 -0.0001
C 4.27 0.50 -0.93 0.0001
C 4.32 0.35 0.44 0.0008
N 3.06 0.22 0.87 0.0018
N 2.19 0.28 -0.15 -0.0002
C 2.92 0.46 -1.25 0.0013
H 5.14 0.32 1.14 0.0001
H 2.77 0.08 1.88 0.0028
H 2.44 0.57 -2.21 0.0002
```

As for the net charge: 0. The HOMO energy (alpha / beta) is -8.79 / -8.83 eV. The expectation value of S² is 2.009. For the energy above the lowest of the compared OMol25 structures with the same formula, charge and spin, the calculation gives 0.0 kJ/mol. Its spin multiplicity is 3. For the electronic energy, the calculation gives -6162.34590 Ha.

=====

Record 3
DFT (wB97M-V/def2-TZVPD) results for C18H17ClF3NO4S in the gas phase in a non-equilibrium geometry.

```
45
Properties=species:S:1:pos:R:3:mulliken_charge:R:1
C 1.22 0.44 1.02 -1.5333
H 1.60 1.15 0.29 0.3345
H 2.05 -0.05 1.52 0.2729
H 0.63 0.97 1.76 0.4678
C 0.34 -0.61 0.32 1.7461
C 1.12 -1.39 -0.74 -1.3666
H 0.45 -2.04 -1.31 0.5768
H 1.65 -0.72 -1.40 0.4493
S 2.33 -2.54 0.01 1.2445
O 2.35 -2.37 1.44 -0.7109
O 2.05 -3.86 -0.47 -0.7179
C 3.98 -2.06 -0.66 -1.3162
C 4.29 -0.67 -0.28 0.6516
C 4.13 0.38 -1.18 -0.1946
C 4.37 1.69 -0.80 -0.8320
C 4.75 1.95 0.51 0.4579
C 4.92 0.92 1.42 -0.6995
C 4.69 -0.38 1.02 -0.3140
H 4.80 -1.19 1.73 0.3942
H 5.22 1.14 2.43 0.4292
Cl 5.04 3.58 1.00 -0.2188
H 4.25 2.49 -1.50 0.4165
H 3.84 0.17 -2.20 0.4257
H 3.91 -2.22 -1.74 0.4332
H 4.66 -2.79 -0.23 0.4407
O -0.25 -1.48 1.26 -0.7159
H 0.48 -1.94 1.72 0.5815
C -0.78 0.16 -0.43 -0.1896
O -0.51 0.87 -1.37 -0.7081
N -2.00 -0.05 0.10 0.0270
C -3.23 0.47 -0.29 0.6424
C -4.36 0.07 0.41 -0.5718
C -5.60 0.57 0.06 -0.0863
C -5.74 1.47 -0.98 -0.6858
C -4.61 1.87 -1.67 -0.7419
C -3.36 1.38 -1.34 -0.5066
H -2.49 1.70 -1.88 0.5650
H -4.71 2.57 -2.49 0.3881
H -6.72 1.85 -1.24 0.4550
C -6.81 0.09 0.82 0.9659
F -6.58 -0.02 2.14 -0.2661
F -7.87 0.89 0.69 -0.2773
F -7.20 -1.14 0.42 -0.2523
H -4.27 -0.64 1.23 0.4135
H -2.01 -0.71 0.88 0.1263
```

As for the net charge: 0. The structure (SMILES) is C[C@](O)(CS(=O)(=O)Cc1ccc(Cl)cc1)C(=O)Nc1cccc(C(F)(F)F)c1. The HOMO energy is -9.04 eV. For the energy above the lowest of the compared OMol25 structures with the same formula, charge and spin, the calculation gives 0.0 kJ/mol. Its spin multiplicity is 1. For the electronic energy, the calculation gives -2209.86821 Ha.

=====

Record 4
DFT (wB97M-V/def2-TZVPD) results for C18H17CoIN2O3S2 as an isolated structure in a non-equilibrium geometry.

```
44
Properties=species:S:1:pos:R:3:mulliken_charge:R:1
Co -0.19 -0.58 0.37 0.3334
C -0.71 3.56 -1.49 -1.5412
C -0.99 2.23 -0.84 1.0479
N -0.02 1.40 -0.57 0.2462
N 1.24 1.87 -0.84 -0.5710
C 2.22 1.06 -0.65 0.4606
S 2.15 -0.57 -0.13 -0.3086
S 3.85 1.68 -0.92 -0.1587
C 3.56 3.01 -2.15 -0.9042
C 3.46 2.42 -3.53 0.5198
C 4.60 2.28 -4.32 -0.5981
C 4.53 1.64 -5.55 -0.5039
C 3.33 1.12 -6.00 -0.3763
C 2.18 1.28 -5.23 -0.7430
C 2.25 1.93 -4.01 0.1593
C -2.36 1.91 -0.51 0.5357
C -3.34 2.92 -0.47 -0.6539
C -4.64 2.66 -0.13 -0.7491
C -5.03 1.35 0.18 -0.4371
C -4.11 0.34 0.15 -0.5815
C -2.76 0.58 -0.20 0.4021
O -1.94 -0.41 -0.28 -0.8803
H 0.26 3.54 -1.97 0.1443
H -0.72 4.36 -0.75 0.3888
H -1.47 3.77 -2.24 0.4262
H 4.42 3.67 -2.06 0.5321
H 2.66 3.53 -1.84 0.2426
H 5.54 2.67 -3.96 0.3435
H 5.43 1.53 -6.14 0.3549
H 3.29 0.60 -6.95 0.3634
H 1.24 0.88 -5.58 0.3937
H 1.35 2.03 -3.41 0.3248
H -3.05 3.95 -0.67 0.3264
H -5.37 3.46 -0.11 0.3679
H -6.06 1.15 0.45 0.3753
H -4.36 -0.68 0.39 0.4947
O -2.15 -3.38 0.67 -0.5452
C -0.95 -3.46 0.49 -0.0850
O -0.06 -2.54 0.41 -0.3667
H -0.49 -4.47 0.38 0.3330
I -1.11 1.62 2.94 -0.0900
C 0.01 -0.10 2.33 -0.7680
H -0.34 -0.92 2.95 0.3850
H 1.05 0.13 2.56 0.3599
```

As for the net charge: -1. The HOMO energy (alpha / beta) is -5.02 / -5.03 eV. For the energy above the lowest of the compared OMol25 structures with the same formula, charge and spin, the calculation gives 106.2 kJ/mol. Its spin multiplicity is 1. For the electronic energy, the calculation gives -3508.25296 Ha.

=====

Record 5
DFT (wB97M-V/def2-TZVPD) results for C18H17CoIN2O3S2 as an isolated structure.

```
44
Properties=species:S:1:pos:R:3:mulliken_charge:R:1
Co -0.23 -0.65 0.21 -0.4614
C -0.66 3.28 -1.54 -1.6342
C -0.99 1.95 -0.91 1.5359
N -0.04 1.10 -0.64 0.2141
N 1.24 1.54 -0.96 -0.5230
C 2.16 0.66 -0.76 0.5316
S 1.95 -0.93 -0.16 -0.3444
S 3.84 1.11 -1.09 -0.1530
C 3.66 2.63 -2.07 -0.9068
C 3.56 2.37 -3.54 0.4200
C 4.71 2.41 -4.34 -0.5408
C 4.64 2.14 -5.70 -0.5390
C 3.42 1.84 -6.29 -0.3567
C 2.28 1.80 -5.51 -0.7276
C 2.35 2.06 -4.15 0.1422
C -2.38 1.69 -0.57 0.3403
C -3.31 2.74 -0.60 -0.7203
C -4.63 2.56 -0.26 -0.8657
C -5.07 1.28 0.10 -0.4312
C -4.19 0.23 0.13 -0.6387
C -2.82 0.40 -0.19 0.7073
O -2.06 -0.64 -0.14 -0.7223
H 0.30 3.26 -2.02 0.1538
H -0.64 4.04 -0.76 0.3706
H -1.43 3.55 -2.26 0.4732
H 4.54 3.23 -1.84 0.5320
H 2.78 3.15 -1.69 0.2968
H 5.66 2.64 -3.88 0.3438
H 5.54 2.17 -6.30 0.3536
H 3.37 1.63 -7.35 0.3593
H 1.32 1.55 -5.95 0.3890
H 1.45 2.01 -3.53 0.3804
H -2.98 3.74 -0.86 0.3020
H -5.31 3.40 -0.27 0.3739
H -6.10 1.13 0.38 0.3600
H -4.50 -0.77 0.44 0.4389
O -1.87 -2.49 2.38 -0.5552
C -1.17 -3.01 1.52 0.0073
O -0.32 -2.46 0.73 -0.2446
H -1.20 -4.12 1.38 0.3912
I -1.05 1.68 2.70 -0.1311
C -0.02 -0.09 2.02 -0.7123
H -0.42 -0.88 2.64 0.3234
H 1.02 0.11 2.25 0.4674
```

As for the net charge: -1. The HOMO energy is -5.02 eV. For the energy above the lowest of the compared OMol25 structures with the same formula, charge and spin, the calculation gives 0.0 kJ/mol. Its spin multiplicity is 1. For the electronic energy, the calculation gives -3508.29341 Ha.

=====

Record 6
DFT (wB97M-V/def2-TZVPD) results for C18H17F4N2 as an isolated structure in a non-equilibrium geometry.

```
41
Properties=species:S:1:pos:R:3:mulliken_charge:R:1
C -4.04 -3.25 0.60 -0.7651
N -3.51 -2.00 0.11 0.1908
C -4.39 -0.85 0.27 -0.9050
N -2.21 -1.81 0.50 -0.2394
C -1.70 -0.67 0.29 -0.1762
H -5.00 -3.38 0.10 0.3380
H -3.33 -4.04 0.34 0.2628
H -4.19 -3.23 1.70 0.3185
H -5.38 -1.23 -0.01 0.3075
H -4.46 -0.45 1.30 0.3750
H -4.12 -0.03 -0.41 0.3357
H -0.65 -0.58 -0.19 -0.0050
H -2.30 0.26 0.24 0.4029
F 2.29 -1.55 -4.37 -0.2852
C 1.83 -2.05 -3.17 0.2591
C 1.85 -3.43 -2.95 -0.6827
C 1.41 -3.88 -1.71 0.2952
F 1.41 -5.23 -1.45 -0.2906
C 0.96 -3.01 -0.71 -0.6411
C 0.99 -1.63 -0.95 0.5629
C 0.48 -0.72 0.15 0.4461
C 1.17 0.63 0.16 -0.9392
C 1.21 1.42 1.27 -0.3819
C 1.65 2.81 1.26 1.1666
C 1.68 3.52 2.48 -0.8920
C 2.01 4.86 2.49 0.3690
F 2.01 5.54 3.68 -0.2930
C 2.35 5.56 1.33 -0.6833
C 2.34 4.83 0.14 0.4466
F 2.67 5.49 -1.02 -0.2961
C 2.01 3.48 0.07 -0.8848
C 1.37 -1.13 -2.22 -0.7158
H 2.20 -4.11 -3.72 0.4794
H 0.71 -3.39 0.28 0.4380
H 0.53 -1.24 1.14 0.7559
H 1.66 0.97 -0.76 0.0711
H 1.01 0.99 2.27 0.3472
H 1.41 3.00 3.40 0.4150
H 2.61 6.62 1.35 0.4793
H 2.01 2.96 -0.89 0.4860
H 1.44 -0.06 -2.41 0.5276
```

As for the net charge: +1. The HOMO energy is -12.14 eV. For the energy above the lowest of the compared OMol25 structures with the same formula, charge and spin, the calculation gives 155.6 kJ/mol. Its spin multiplicity is 1. For the electronic energy, the calculation gives -1204.63517 Ha.